ORCA calculation (ωB97M-V/def2-TZVPD) on C4H7N3 in the gas phase.

## Properties
Highest occupied orbital energy (Eh): -0.2649
Orbital gap (eV): 7.63

Structure (XYZ):
```
14
Properties=species:S:1:pos:R:3:forces:R:3
N -2.627384 -0.289380 -0.029666 -0.003 -0.236 -0.004
C -1.229994 -0.043011 -0.013000 0.139 0.114 0.004
C -0.127646 -0.869658 -0.033506 -0.028 0.043 0.003
C 0.950943 0.057404 0.003521 0.075 0.341 0.016
N 2.415347 -0.044972 0.014982 0.243 -0.140 -0.003
C 0.581851 1.387664 0.046431 -0.314 -0.349 -0.014
N -0.784944 1.260575 0.032701 -0.299 0.050 -0.001
H -2.899583 -0.812925 -0.853337 -0.023 0.067 0.058
H -2.918884 -0.818551 0.784032 -0.020 0.068 -0.060
H -0.142288 -1.953261 -0.068413 0.035 0.220 0.008
H 2.857273 -0.426211 -0.825071 -0.148 0.051 0.083
H 2.838414 -0.482869 0.836858 -0.142 0.058 -0.084
H 2.515127 1.000388 0.052172 0.494 -0.188 -0.003
H -1.428233 2.034804 0.052295 -0.011 -0.099 -0.003
```
Forces are in eV/Å.

ORCA calculation (ωB97M-V/def2-TZVPD) on 2 unconnected molecules or ions with the total composition C10H16.

## Properties
Highest occupied orbital energy (spin up / spin down) (Eh): -0.5110 / -0.5099
Spin multiplicity: 2
Charge: +1
Orbital gap (spin up / spin down) (eV): 9.42 / 5.26

Structure (XYZ):
```
26
Properties=species:S:1:pos:R:3:forces:R:3
C -2.161216 1.748998 -0.220810 -0.641 1.659 0.904
C 2.085972 1.296735 -0.669658 2.670 1.190 0.859
C 1.251115 0.921509 -1.649344 -1.997 -0.478 -1.850
C 1.645281 1.967371 0.473568 0.046 -0.203 -0.726
C -0.183708 1.113102 -1.460386 0.951 0.731 -0.346
C 0.279680 2.233981 0.599697 -1.876 0.773 0.727
C -0.659157 1.775026 -0.372336 -0.379 0.655 3.356
H 3.156318 1.407251 -0.786438 0.131 -0.905 -0.418
H 1.433435 0.573703 -2.685265 0.929 0.126 1.015
H 2.276436 2.407935 1.253402 0.231 -0.519 -0.590
H -0.896818 1.008831 -2.262692 0.136 -0.763 -0.296
H 0.121027 2.884682 1.518132 -0.969 -1.017 -1.391
H -2.449963 0.756428 -0.470239 -0.565 -0.831 -0.019
H -2.622707 2.412408 -0.946532 0.008 0.054 -0.385
H -2.675880 2.066044 0.738240 1.303 -0.538 -0.780
C 0.292025 -2.709015 0.492254 0.557 -2.448 -0.837
C -0.705556 -2.141046 -0.459449 -1.976 1.494 0.644
C 0.317358 -2.059249 1.806016 -0.470 0.666 2.549
H -0.041392 -3.724976 0.727265 0.834 -0.442 -0.576
H 1.395148 -2.681194 0.061538 -2.438 -0.285 0.440
H -0.585897 -2.402785 -1.462394 0.422 -0.468 -1.639
H 0.243699 -0.963609 1.609445 -0.275 -0.405 0.842
H -0.459885 -2.489754 2.630422 1.737 1.380 -2.147
H 1.336054 -2.235712 2.158197 -0.273 0.143 0.750
H -1.839938 -2.066343 -0.312713 1.375 -1.328 0.631
H -0.551431 -1.100320 -0.309920 0.527 1.759 -0.717
```
Forces are in eV/Å.

ORCA calculation (ωB97M-V/def2-TZVPD) on a molecular structure, C22H58BrClIN4O5P2.

## Properties
Highest occupied orbital energy (Eh): -0.1598
Charge: -1
Orbital gap (eV): 6.68

Structure (XYZ):
```
94
Properties=species:S:1:pos:R:3:forces:R:3
C -1.435351 3.583958 1.807468 0.472 0.665 -0.031
C -0.479980 3.426048 0.607606 -0.065 -0.043 0.067
C 0.192690 2.064332 0.367470 -0.136 -0.043 -0.192
C -0.430360 0.861736 1.066290 0.963 1.125 1.189
O -1.770767 0.609757 0.824094 0.156 -0.189 -0.848
P -2.406905 -0.648457 -0.231053 0.889 -0.380 0.914
Br -0.507824 -0.677157 -1.683813 0.351 -0.124 -0.490
I -4.516885 -0.590133 1.315478 -0.676 -0.430 0.725
C -1.524776 -1.911370 0.905553 -0.774 -0.472 -0.654
C -1.755951 -3.427024 0.857409 0.493 -0.466 0.764
C -3.078574 -4.017194 1.332861 -0.042 -0.172 -0.415
C -1.164177 -4.154672 -0.339432 -0.241 -0.071 0.083
N -3.202126 -1.929646 -1.183541 -0.196 0.564 -0.527
C -3.874818 -1.773492 -2.476088 -0.309 -1.441 -0.366
C -3.023647 -1.551457 -3.707102 -0.248 0.417 -0.182
P -3.281735 1.065685 -1.489587 -1.129 -0.087 -0.786
O -2.016016 1.960150 -2.016184 0.014 0.387 0.556
Cl -4.303585 2.287209 -0.086848 0.586 0.633 -0.499
H -1.547376 2.715566 2.442316 -0.168 -0.249 -0.124
H -1.075405 4.391279 2.445057 0.109 0.053 0.208
H -2.400219 3.920548 1.457131 -0.405 -0.278 0.009
H -1.013712 3.707524 -0.292863 -0.221 -0.099 -0.174
H 0.304114 4.173717 0.702756 0.213 0.113 -0.005
H 0.276086 1.889297 -0.700747 -0.108 -0.053 -0.166
H 1.221372 2.078888 0.736892 0.174 0.092 0.152
H -0.359344 1.146610 2.126192 -0.133 -0.249 0.268
H 0.309840 0.061391 0.994747 -0.526 -0.544 -0.438
H -1.683309 -1.575478 1.922222 -0.089 0.239 0.190
H -0.478752 -1.824779 0.649742 0.273 0.331 0.137
H -1.072183 -3.767801 1.646391 0.115 0.284 0.235
H -2.874723 -5.010966 1.731541 -0.001 -0.172 0.135
H -3.555836 -3.424475 2.103226 -0.074 0.141 0.099
H -3.785170 -4.181477 0.522635 -0.215 0.218 -0.154
H -0.136145 -3.823208 -0.448997 0.118 0.078 -0.428
H -1.745094 -4.019645 -1.244177 0.089 0.252 -0.228
H -1.127312 -5.225012 -0.133504 -0.030 -0.197 0.093
H -3.948941 -2.274322 -0.592538 0.297 -0.147 0.326
H -4.784008 -1.174066 -2.480170 0.170 0.701 0.201
H -4.289508 -2.774130 -2.662397 -0.070 -0.166 0.120
H -3.676162 -1.547937 -4.579504 -0.224 -0.019 -0.096
H -2.503352 -0.601561 -3.716189 0.263 0.058 0.048
H -2.331530 -2.373125 -3.845155 0.390 0.009 0.137
H -2.300855 2.516335 -2.759330 0.100 -0.173 0.005
C -0.830691 4.811196 -6.125648 0.072 -0.064 -0.143
C -2.336452 4.826568 -5.881405 0.285 0.061 0.140
C -2.974646 6.214573 -6.038742 -0.229 -0.110 -0.067
O -2.748669 7.099645 -4.959468 0.080 0.061 -0.112
C -1.502819 7.769283 -4.975056 -0.084 0.005 0.186
N -2.607145 4.240004 -4.567502 -0.273 0.070 0.165
H -0.274614 5.218370 -5.281837 -0.047 0.035 0.031
H -0.485555 3.787917 -6.270242 -0.027 -0.015 0.055
H -0.569181 5.383905 -7.018506 -0.004 0.015 0.014
H -2.795218 4.180865 -6.636240 -0.077 0.042 -0.002
H -4.059219 6.083555 -6.080388 -0.003 0.023 0.062
H -2.672972 6.682626 -6.985969 0.103 -0.023 0.014
H -1.179562 7.995680 -5.995663 0.023 -0.048 -0.019
H -0.732540 7.186858 -4.464676 0.087 0.013 -0.101
H -1.626464 8.706603 -4.432646 -0.048 -0.004 -0.010
H -3.611936 4.143732 -4.442357 0.019 -0.100 -0.026
H -2.336502 4.922035 -3.862236 0.072 -0.046 0.005
C 3.103890 -5.182955 4.745590 0.040 0.055 0.139
C 3.540093 -4.582833 3.413094 -0.112 -0.191 0.045
C 2.382065 -4.014601 2.581000 0.070 0.212 -0.087
O 1.586194 -4.982811 1.927438 -0.038 -0.012 0.112
C 0.586298 -5.589041 2.725639 0.088 -0.142 -0.209
N 4.311330 -5.585821 2.669685 -0.020 0.084 -0.115
H 2.643221 -6.162922 4.622359 -0.039 0.002 -0.065
H 3.967396 -5.314962 5.398321 0.025 -0.021 -0.042
H 2.392699 -4.531339 5.256907 -0.014 -0.003 -0.018
H 4.207538 -3.745217 3.636763 -0.050 0.064 -0.073
H 2.811713 -3.407917 1.778484 -0.022 -0.052 -0.043
H 1.752739 -3.345071 3.182260 0.001 -0.047 0.069
H 0.176080 -4.890233 3.459959 0.039 -0.015 0.054
H 0.976715 -6.480428 3.225410 -0.064 0.057 0.163
H -0.218091 -5.904579 2.061549 0.002 0.055 -0.037
H 4.694070 -5.154455 1.832943 0.072 0.008 0.053
H 3.651319 -6.272405 2.312487 0.019 -0.034 0.052
C 4.729843 1.891012 2.084150 -0.039 0.138 -0.064
C 4.290088 0.497415 1.647663 0.181 0.074 0.211
C 3.364284 -0.201655 2.651921 -0.186 -0.125 -0.237
O 4.015632 -0.724595 3.798995 -0.037 0.083 0.029
C 4.270035 0.213206 4.825592 0.088 -0.174 0.039
N 5.481856 -0.304332 1.345717 -0.121 -0.141 0.029
H 5.504355 1.855729 2.850913 -0.014 -0.061 0.031
H 5.144180 2.435853 1.235884 0.023 -0.041 -0.012
H 3.886909 2.466162 2.472484 -0.002 -0.012 0.007
H 3.719890 0.611987 0.721732 -0.066 -0.075 0.020
H 2.921389 -1.067315 2.152231 0.022 -0.007 0.045
H 2.533102 0.451492 2.946714 0.051 0.065 0.023
H 3.478010 0.964695 4.890187 0.014 0.037 -0.039
H 5.235375 0.706186 4.683564 -0.054 0.123 0.015
H 4.309280 -0.332658 5.768830 -0.030 -0.029 -0.018
H 5.190346 -1.193577 0.948993 0.018 0.056 -0.111
H 5.912048 -0.557471 2.231898 0.047 0.061 -0.016
```
Forces are in eV/Å.